No. 1
# C53H66Br2Cl2N5O2RbS

A molecular structure, C53H66Br2Cl2N5O2RbS (ωB97M-V/def2-TZVPD, the Open Molecules 2025 dataset).

```
132
Properties=species:S:1:pos:R:3:forces:R:3
Rb -0.00682 0.98492 0.27817 0.327 0.036 0.418
C -1.32505 -5.80165 -1.62283 0.008 -0.006 0.009
C -0.04823 -5.38352 -0.88662 -0.017 0.010 -0.033
C 0.29862 -3.94672 -1.13494 0.002 0.009 0.034
C 1.07809 -3.44459 -2.13913 0.014 0.017 0.026
C 1.87113 -4.20720 -3.15772 -0.002 0.010 -0.015
C 3.35835 -4.30816 -2.80168 -0.017 0.000 0.008
C 0.96071 -1.99569 -2.05105 -0.009 -0.003 -0.043
N 0.16370 -1.64725 -1.01457 0.017 -0.038 0.020
C -0.27973 -2.79088 -0.45848 -0.004 -0.019 -0.039
C -1.26152 -2.87526 0.55489 -0.017 -0.048 0.031
C -2.13125 -1.87804 0.98095 0.015 0.016 -0.013
C -3.16508 -2.03284 2.01310 0.013 0.015 0.025
C -3.43214 -3.27839 2.80041 -0.013 0.003 -0.003
C -4.28634 -4.28713 2.02555 0.006 0.002 0.008
C -3.82039 -0.84569 2.06956 0.029 0.006 -0.008
C -3.19307 0.01553 1.05346 0.024 0.034 -0.005
C -3.61886 1.32014 0.74112 -0.029 -0.018 0.035
C -3.11666 2.17904 -0.24320 -0.005 -0.024 0.025
N -2.10485 1.88687 -1.07398 -0.302 0.049 -0.212
C -1.88019 2.97643 -1.83517 0.065 0.022 -0.048
C -0.87602 3.08369 -2.79351 -0.012 -0.009 0.015
C 0.08648 2.11121 -3.14851 -0.001 -0.016 -0.038
N 0.26924 0.94399 -2.51636 -0.062 -0.034 -0.036
C 1.14999 0.21942 -3.24876 0.017 -0.017 -0.006
C 1.47832 -1.11432 -3.01412 -0.002 -0.020 -0.022
C 1.60982 0.99962 -4.39588 0.009 0.004 -0.008
C 0.95637 2.19347 -4.32513 -0.018 0.001 0.006
C 1.00385 3.33145 -5.29803 -0.012 -0.010 -0.007
C -0.12141 3.25951 -6.33482 0.004 0.003 0.003
C 2.59732 0.54413 -5.42672 0.009 0.007 0.009
C 4.03778 0.52583 -4.90672 -0.004 -0.004 -0.005
C -2.83540 4.04458 -1.49016 0.005 -0.007 0.032
C -3.59999 3.55157 -0.48859 0.008 0.044 -0.016
C -4.70350 4.22877 0.26073 -0.010 -0.017 -0.003
C -6.09356 3.77778 -0.19854 0.012 0.010 0.007
C -2.85486 5.41503 -2.09095 -0.003 0.016 0.003
C -1.71506 6.29660 -1.57113 -0.012 -0.001 0.000
N -2.18350 -0.63235 0.45680 -0.243 -0.097 -0.081
C -4.89713 -0.42277 3.01871 -0.004 0.006 0.018
C -4.34163 0.44365 4.15515 -0.005 -0.007 -0.008
H -1.58864 -6.84365 -1.41829 -0.002 -0.001 -0.002
H -1.19852 -5.68051 -2.70046 -0.004 0.000 0.000
H -2.15756 -5.16523 -1.31856 -0.002 -0.001 -0.002
H 0.78084 -6.02675 -1.20131 0.001 0.001 0.006
H -0.18295 -5.56398 0.18387 0.005 -0.002 0.015
H 1.76972 -3.72241 -4.13285 0.001 -0.007 -0.003
H 1.45560 -5.21340 -3.27509 0.000 0.001 0.000
H 3.77310 -3.31805 -2.60182 0.007 0.006 -0.003
H 3.93222 -4.77793 -3.60593 0.003 0.004 0.000
H 3.49407 -4.90584 -1.89663 0.001 -0.004 0.004
H -1.41652 -3.86099 0.98844 0.012 -0.004 0.004
H -3.93370 -3.02381 3.73861 0.004 0.001 0.003
H -2.48368 -3.74871 3.07770 -0.003 0.003 0.007
H -5.25758 -3.85207 1.78196 0.000 -0.001 -0.003
H -4.45115 -5.20281 2.60074 -0.002 -0.001 0.000
H -3.80199 -4.55273 1.08439 -0.006 0.000 -0.002
H -4.44200 1.70554 1.33502 0.009 0.011 0.018
H -0.85209 4.00925 -3.36146 0.002 0.001 0.001
H 2.15239 -1.56224 -3.73937 0.001 0.000 0.004
H 1.97073 3.34148 -5.81032 0.002 0.001 0.002
H 0.93476 4.28056 -4.75833 0.004 0.000 -0.001
H -0.04182 2.33936 -6.91748 -0.001 -0.001 -0.002
H -0.09151 4.10927 -7.02291 -0.001 0.000 -0.002
H -1.09262 3.24968 -5.83802 0.000 -0.001 -0.002
H 2.53730 1.19467 -6.30469 -0.003 -0.004 -0.003
H 2.32775 -0.45958 -5.77154 -0.002 0.000 -0.003
H 4.34557 1.52523 -4.59444 0.000 -0.004 0.004
H 4.73513 0.17506 -5.67298 0.003 -0.003 -0.004
H 4.12794 -0.12950 -4.03800 -0.001 0.010 0.004
H -4.61299 5.31224 0.14835 0.003 0.001 0.004
H -4.58795 4.02859 1.32991 0.001 0.008 0.001
H -6.24399 4.02208 -1.25245 -0.002 -0.001 -0.003
H -6.88364 4.26000 0.38394 -0.002 -0.001 0.000
H -6.19971 2.69666 -0.09524 -0.004 -0.001 -0.003
H -3.81356 5.89580 -1.87409 0.000 -0.001 -0.007
H -2.78977 5.33870 -3.18188 -0.002 0.000 -0.002
H -1.77804 6.39678 -0.48777 0.007 -0.001 0.001
H -1.74587 7.29313 -2.02181 0.001 0.000 -0.004
H -0.74738 5.84455 -1.79078 0.003 0.001 0.000
H -5.39308 -1.30375 3.43808 -0.007 0.001 -0.003
H -5.66777 0.13709 2.47987 -0.005 -0.002 0.003
H -3.60202 -0.11489 4.73266 0.005 0.003 0.001
H -5.13206 0.77434 4.83406 -0.001 0.004 0.001
H -3.83875 1.32624 3.75662 0.004 0.003 0.004
C 1.16285 -0.59532 3.42186 -0.005 0.009 0.019
C 0.51408 0.58208 4.09675 0.009 0.008 -0.030
C 0.12591 0.52425 5.44801 -0.035 -0.007 0.018
C -0.51245 1.59578 6.00564 0.014 -0.009 0.006
C -0.79087 2.73757 5.22637 0.008 -0.008 -0.025
C -1.47156 3.88277 5.69954 -0.004 0.021 0.012
Br -2.06119 3.98853 7.51693 0.002 -0.004 -0.008
C -1.72888 4.93696 4.86147 0.001 -0.024 -0.004
C -1.32587 4.90640 3.53394 0.000 -0.009 -0.024
Br -1.74534 6.40657 2.44069 0.000 -0.002 0.003
C -0.62644 3.82393 2.92378 -0.010 -0.021 0.019
O -0.27429 3.78023 1.73651 0.036 -0.056 -0.015
C -0.36093 2.70823 3.87090 -0.040 0.008 0.027
N 0.29295 1.64570 3.35871 -0.119 -0.058 -0.037
H 1.51611 -1.32453 4.15358 0.011 -0.006 -0.004
H 2.00337 -0.26452 2.80910 -0.004 0.005 -0.005
H 0.45221 -1.09810 2.75644 -0.005 -0.006 0.007
H 0.32614 -0.36714 6.03090 -0.001 0.001 0.002
H -0.82263 1.57529 7.04248 0.000 0.001 -0.001
H -2.25778 5.80514 5.23231 -0.001 0.001 0.000
Cl 3.02388 1.85783 0.32897 0.349 0.222 -0.002
C 3.40122 1.71341 -1.39940 -0.034 -0.028 -0.036
Cl 4.96703 2.48060 -1.77575 -0.003 0.004 0.003
H 2.62293 2.21453 -1.96400 -0.001 0.030 0.003
H 3.47690 0.65731 -1.63539 0.012 0.040 -0.002
C 1.86266 -4.63341 2.20155 0.031 -0.016 -0.013
C 2.94764 -3.56615 2.13942 0.004 -0.014 0.002
C 3.37667 -3.24199 0.70512 -0.015 0.044 -0.002
S 3.50497 -1.45901 0.44308 0.015 0.000 0.050
O 4.13899 -1.24838 -0.89624 0.065 -0.088 -0.004
C 4.81722 -1.07163 1.67290 -0.022 0.016 -0.039
C 6.20526 -0.99551 1.05363 0.017 -0.003 0.015
C 6.76428 -2.34064 0.60389 -0.004 0.024 0.010
H 1.60339 -4.87201 3.23539 0.008 -0.003 -0.007
H 2.18321 -5.55363 1.70640 -0.008 0.000 -0.003
H 0.96597 -4.27297 1.69814 -0.037 -0.002 -0.010
H 3.81901 -3.87821 2.72204 0.001 0.018 0.002
H 2.56651 -2.66187 2.62082 -0.010 -0.006 -0.017
H 2.61023 -3.53600 -0.01665 -0.021 -0.012 0.019
H 4.32231 -3.70382 0.42180 -0.008 -0.027 -0.018
H 4.76846 -1.80736 2.47767 -0.015 0.024 -0.008
H 4.53350 -0.10034 2.08075 0.011 -0.002 -0.002
H 6.87024 -0.54489 1.79706 -0.004 0.004 -0.005
H 6.16937 -0.31459 0.20167 -0.004 0.000 -0.001
H 6.72838 -3.07562 1.41378 -0.001 -0.008 -0.007
H 7.80484 -2.24170 0.28830 -0.001 -0.001 -0.001
H 6.19377 -2.72195 -0.24188 0.008 -0.009 -0.005
```
Positions in Å, forces in eV/Å.

Orbital gap, eV: 4.71
E_LUMO, eV: 3.48
Net charge: -2
Energy above the lowest of the compared OMol25 structures with the same formula, charge and spin, kJ/mol: 23.22

***

No. 2
# C53H67N9O2RbSb

A molecular structure, C53H67N9O2RbSb (ωB97M-V/def2-TZVPD, the Open Molecules 2025 dataset).

```
133
Properties=species:S:1:pos:R:3:forces:R:3
Rb 1.03341 0.40313 -0.55732 0.262 0.111 -0.141
C 0.58789 2.02914 2.19469 0.205 0.109 0.145
N 0.29455 3.38426 1.76518 0.099 -0.031 -0.018
C 1.36483 4.31837 2.09605 0.006 0.019 -0.067
C 2.07040 4.93621 0.88246 -0.016 -0.051 0.017
C 2.47466 3.93504 -0.20084 -0.009 0.055 0.048
N 3.11284 2.74950 0.33439 -0.010 -0.057 -0.068
C 4.26008 2.44242 -0.11284 -0.001 0.027 0.043
C 5.05839 1.26300 0.22676 0.000 0.022 -0.030
C 6.41973 1.33722 -0.07935 0.002 -0.002 0.007
C 7.31478 0.31930 0.19125 -0.003 -0.016 0.005
C 6.81015 -0.84727 0.78019 -0.008 0.013 0.000
C 5.47366 -0.97654 1.06792 -0.009 -0.007 0.022
C 4.50956 0.05704 0.80362 0.003 0.032 0.036
O 3.27958 -0.11801 1.05412 0.003 -0.062 -0.070
C -1.03190 3.81341 2.15578 -0.032 0.001 0.012
C -1.58729 4.92201 1.26892 0.010 0.031 0.014
C -1.64811 4.54873 -0.21203 0.024 0.028 -0.025
N -2.63164 3.51249 -0.50678 -0.042 -0.017 0.002
C -2.22124 2.31484 -0.37962 -0.032 -0.113 0.078
C -3.01096 1.12504 -0.70965 -0.018 -0.005 -0.010
C -4.13588 1.22383 -1.52151 0.011 -0.010 0.007
C -4.85809 0.10972 -1.92244 0.010 -0.017 -0.002
C -4.43481 -1.14596 -1.47645 -0.021 0.029 -0.008
C -3.32485 -1.27726 -0.66929 0.025 -0.001 0.033
C -2.54396 -0.15496 -0.24944 -0.028 0.034 0.052
O -1.50310 -0.29889 0.48114 -0.052 0.044 -0.096
H 0.49430 1.89672 3.29006 0.011 0.046 0.008
H 1.60945 1.77276 1.89675 -0.136 -0.062 0.098
H -0.10262 1.33330 1.72744 -0.237 -0.113 0.055
H 2.11321 3.79640 2.70028 0.007 -0.010 -0.013
H 0.96950 5.13086 2.72240 0.007 -0.004 0.001
H 2.95772 5.46621 1.25027 -0.002 0.004 -0.003
H 1.42149 5.68451 0.41487 -0.005 -0.008 -0.002
H 3.11228 4.44146 -0.94394 0.004 0.008 0.006
H 1.57957 3.61144 -0.73772 -0.009 0.009 0.004
H 4.75408 3.12220 -0.83140 0.005 0.002 0.004
H 6.77959 2.25093 -0.54698 0.003 -0.001 0.000
H 8.36522 0.41818 -0.05157 0.002 -0.002 -0.001
H 7.48282 -1.67007 1.00584 0.001 -0.001 -0.001
H 5.09184 -1.89081 1.50901 0.000 -0.006 0.004
H -1.05298 4.14262 3.21328 0.000 0.004 -0.001
H -1.69272 2.94529 2.09505 -0.002 -0.001 -0.008
H -0.96102 5.81663 1.36611 -0.001 -0.001 0.013
H -2.58652 5.19210 1.62673 -0.005 -0.004 -0.009
H -0.65300 4.23925 -0.54563 0.000 0.001 0.001
H -1.92255 5.43986 -0.78286 -0.003 0.001 -0.008
H -1.21885 2.09723 -0.00022 0.023 0.114 -0.160
H -4.42549 2.21647 -1.85011 0.000 -0.002 0.000
H -5.72439 0.20905 -2.56451 0.001 0.000 -0.002
H -4.98264 -2.03637 -1.77339 0.002 -0.002 -0.002
H -3.00582 -2.25475 -0.32187 0.008 0.013 -0.002
C -1.21104 -0.15349 -3.54753 -0.036 0.193 0.095
C -0.14605 -1.16343 -3.77837 -0.023 0.068 -0.103
N 1.00541 -1.22321 -3.16070 0.090 -0.074 0.039
C 1.68092 -2.29431 -3.70083 -0.025 -0.053 0.077
C 0.92917 -2.89801 -4.65557 0.045 0.058 -0.088
N -0.23953 -2.16077 -4.71690 -0.073 -0.096 0.073
C -1.40056 -2.49945 -5.49041 0.000 0.008 0.004
N -1.85646 -3.84159 -5.19552 0.007 -0.006 -0.013
N -1.90869 -4.76874 -6.17193 0.035 -0.011 0.012
N -2.27116 -5.89414 -5.67814 -0.035 0.010 -0.001
C -2.45995 -5.72763 -4.32290 0.024 -0.014 -0.013
C -2.84098 -6.64184 -3.33336 -0.005 -0.003 -0.002
C -2.92559 -6.16833 -2.04703 -0.007 0.006 -0.004
C -2.64140 -4.81917 -1.73336 0.021 -0.013 0.001
C -2.26444 -3.90868 -2.69041 -0.003 0.008 -0.012
C -2.18556 -4.40117 -3.99851 -0.012 -0.001 0.022
H -0.76598 0.74150 -3.09101 -0.062 -0.207 -0.070
H -2.00081 -0.53143 -2.89075 -0.007 0.026 -0.009
H -1.66799 0.17347 -4.48339 0.010 0.001 -0.002
H 2.66894 -2.56068 -3.36282 -0.007 -0.008 0.009
H 1.09523 -3.75502 -5.28557 0.001 0.001 -0.004
H -1.19676 -2.48877 -6.56059 0.002 0.003 0.002
H -2.18358 -1.77947 -5.26003 0.005 -0.007 0.001
H -3.05323 -7.67267 -3.58333 0.002 -0.001 0.001
H -3.21246 -6.83755 -1.24610 0.000 -0.001 0.000
H -2.71680 -4.49396 -0.70424 0.005 0.005 0.015
H -2.05418 -2.87862 -2.43375 -0.003 -0.010 -0.011
C -2.38354 -2.41351 2.83065 -0.006 0.022 0.023
C -1.43510 -1.82117 3.87426 -0.012 0.008 -0.031
C -1.91031 -0.39019 4.14690 0.009 0.019 0.016
C -1.51284 -2.64868 5.15131 0.012 -0.042 -0.003
Sb 0.55814 -1.55024 2.93576 0.054 0.032 0.004
C 1.89202 -1.50339 4.71370 -0.014 -0.013 0.003
C 1.35403 -0.41308 5.64167 -0.020 -0.021 0.028
C 3.25946 -1.03593 4.20864 -0.027 0.019 0.006
C 2.06334 -2.79857 5.50063 0.029 0.003 -0.023
C 0.95973 -3.54561 2.07500 -0.004 -0.013 -0.006
C 2.46191 -3.62564 1.80388 0.011 0.016 0.018
C 0.52094 -4.75634 2.89115 0.007 0.006 0.010
C 0.23814 -3.55038 0.72469 -0.032 0.001 0.004
H -3.41559 -2.34203 3.20199 -0.002 -0.001 0.006
H -2.18280 -3.46897 2.63767 0.020 -0.034 -0.001
H -2.32314 -1.85885 1.89225 0.009 -0.014 0.004
H -2.92803 -0.41159 4.56084 0.000 0.000 -0.001
H -1.93612 0.18653 3.21875 -0.004 0.000 0.003
H -1.27121 0.13732 4.85968 -0.024 -0.007 -0.022
H -2.55996 -2.70043 5.48378 0.001 -0.005 0.003
H -0.93628 -2.21525 5.96922 0.005 -0.010 -0.003
H -1.16499 -3.67318 4.99895 -0.004 0.014 0.004
H 1.21373 0.53223 5.11148 0.003 0.004 -0.006
H 2.07886 -0.23281 6.44743 0.005 0.002 0.001
H 0.40511 -0.68430 6.10757 0.030 0.015 -0.004
H 3.18939 -0.12872 3.60588 -0.002 0.000 0.002
H 3.75041 -1.77884 3.58217 0.004 -0.051 -0.035
H 3.91386 -0.83849 5.06968 0.005 -0.002 -0.003
H 1.11851 -3.19751 5.87101 -0.028 -0.002 0.004
H 2.71128 -2.61380 6.37033 -0.002 -0.001 0.000
H 2.54656 -3.57221 4.90100 -0.008 0.007 -0.002
H 3.03410 -3.76590 2.72327 0.017 0.014 0.019
H 2.83352 -2.72385 1.30860 0.003 0.005 0.001
H 2.67012 -4.48657 1.15340 0.000 0.003 0.002
H 0.99236 -4.78543 3.87498 -0.004 0.002 -0.015
H 0.80453 -5.67649 2.35954 -0.002 -0.001 0.001
H -0.55931 -4.78577 3.03559 -0.033 0.008 0.002
H 0.58958 -2.74407 0.07743 0.006 0.001 -0.005
H -0.84103 -3.42804 0.82950 0.009 -0.009 -0.026
H 0.42981 -4.49992 0.20622 -0.002 -0.005 -0.001
N -3.63222 8.60180 -6.25234 0.009 0.004 -0.001
C -3.03593 7.75147 -5.75231 -0.012 -0.014 0.002
C -2.29386 6.69250 -5.13613 -0.006 0.010 -0.002
C -2.92496 5.78849 -4.27534 0.004 -0.001 0.004
C -2.20810 4.76853 -3.68711 -0.001 0.020 0.020
C -0.82879 4.61147 -3.93229 -0.005 -0.035 -0.009
C -0.21156 5.53392 -4.79858 -0.001 0.014 -0.006
C -0.92689 6.55388 -5.38977 0.007 -0.008 0.000
C -0.10017 3.55938 -3.32126 0.004 -0.002 0.001
C 0.48481 2.63750 -2.74248 -0.008 0.018 0.013
H -3.98245 5.89757 -4.06900 0.001 0.002 -0.003
H -2.69288 4.08172 -3.00436 0.000 -0.005 0.014
H 0.84750 5.42649 -4.99215 -0.001 -0.002 0.001
H -0.43532 7.25478 -6.05313 0.001 -0.001 0.000
```
Positions in Å, forces in eV/Å.

Orbital gap, eV: 6.07
E_LUMO, eV: 3.64
Net charge: -2
Energy above the lowest of the compared OMol25 structures with the same formula, charge and spin, kJ/mol: 0.00

***

Number 1: largest force on an atom 0.53 eV/A. Number 2: largest force on an atom 0.32 eV/A.